Arrangement a

Density functional theory data (ωB97M-V with the def2-TZVPD basis set) for a 13-piece molecular cluster, H26O13 overall.

```
! RIJCOSX wB97M-V def2-TZVPD def2/J DEFGRID3
* xyz 0 1
O 0.2294 -3.0840 -4.6520
O -0.0620 0.5834 -1.0523
O 1.1028 -3.0108 2.0459
O 3.2304 0.3491 2.6106
O -2.7405 0.4312 1.0474
O -2.4131 1.0238 3.2200
O -1.6395 -3.3334 0.0790
O 1.4647 3.3227 0.6655
O 1.8993 1.9157 -3.1649
O 1.5189 -2.6515 -2.1391
O -2.9377 2.4627 -1.7980
O -0.8238 3.5088 -1.4985
O -0.5537 -0.7898 4.3463
H -2.1678 -0.3143 1.3968
H 1.0310 -1.9030 -2.2189
H 2.9345 -0.4835 2.3457
H 1.1835 -2.7891 1.0808
H -1.5521 -4.2103 -0.3764
H -0.7223 -3.0978 0.5032
H -3.3190 1.6090 -1.4319
H 1.1428 1.4333 -2.8101
H -1.5495 4.0807 -1.7972
H 1.5948 3.6965 -0.2094
H -2.3518 1.2293 1.3495
H 2.3050 2.9614 0.9171
H 0.0846 -3.0003 -3.7067
H -2.0534 2.3469 -1.4783
H 0.6893 0.9612 -0.7265
H -0.5141 3.1385 -2.3009
H 2.4358 -2.4335 -1.9333
H -1.4667 1.1037 2.8523
H 2.4350 1.1161 -3.5738
H -2.5527 0.2388 3.7366
H 2.4223 0.7660 2.9758
H -0.1064 -0.2892 -0.5511
H -0.2793 -1.4577 3.6883
H 0.1154 -1.0038 5.0594
H 1.2809 -2.1184 2.2997
H 0.7052 -2.3087 -4.8009
*
```

- HOMO level: -0.3645 Ha
- Kohn-Sham gap: 8.72 eV

***

Arrangement b

Density functional theory data (ωB97M-V with the def2-TZVPD basis set) for a 13-piece molecular cluster, H26O13 overall.

```
! RIJCOSX wB97M-V def2-TZVPD def2/J DEFGRID3
* xyz 0 1
O -3.2034 -3.3247 0.0621
O 2.6499 4.0275 0.0925
O 3.2101 -3.4536 -1.5006
O -0.6982 0.8422 -3.2906
O -0.8469 -2.5543 3.3673
O -2.5069 3.2852 2.2971
O -2.5932 -1.4039 -0.9301
O 1.5380 -2.8118 0.1765
O -0.3671 0.8015 2.0995
O 2.9870 0.8069 2.2011
O -3.6646 2.9265 -1.9911
O 4.4393 1.3231 -1.2416
O -0.7363 -0.3369 -0.6602
H -1.7743 3.6653 1.7992
H -0.4876 1.6169 -3.8239
H 0.6187 -2.8789 0.4583
H -0.6208 0.1052 -3.9069
H -3.2424 3.2923 1.6743
H 4.8498 0.5975 -1.7254
H -3.5706 2.0081 -1.7141
H -3.3626 -0.8975 -0.6463
H -0.1608 -1.9105 3.1579
H -0.8447 1.5089 2.5472
H 3.5617 0.9911 -1.0211
H -2.3182 -3.4232 -0.3061
H 1.4814 -2.6500 -0.7719
H -0.2228 -0.1807 -1.4607
H -2.7048 -1.4852 -1.8840
H -3.7136 -4.0228 -0.3636
H 3.2810 -4.3035 -1.9496
H -0.6700 -0.0009 2.5394
H 2.7340 3.2125 -0.4151
H 3.8523 1.2305 2.2295
H 2.5801 3.7285 1.0062
H -0.8309 0.5383 -0.2676
H 2.9384 -2.8432 -2.1953
H -1.1117 -2.9026 2.5085
H -4.5943 3.0045 -2.2331
H 2.6708 0.9790 1.3071
*
```

- HOMO level: -0.3290 Ha
- Kohn-Sham gap: 8.61 eV

***

Arrangement c

Density functional theory data (ωB97M-V with the def2-TZVPD basis set) for a 13-piece molecular cluster, H26O13 overall.

```
! RIJCOSX wB97M-V def2-TZVPD def2/J DEFGRID3
* xyz 0 1
O -2.7317 1.2935 -1.6683
O 1.4715 -1.6673 -1.5271
O 2.4028 1.1420 -2.6410
O -2.5960 -0.9101 0.5098
O 0.5558 0.4891 0.2734
O -0.5039 -1.9260 2.0521
O 0.4142 -0.5624 -3.9962
O -0.6194 -3.2159 -0.5042
O -1.0301 1.1260 3.5276
O -1.5114 2.3943 0.6743
O 1.5751 -0.2036 3.6358
O 3.4346 0.8870 1.0159
O -0.1817 2.4598 -2.7701
H 3.6674 0.1251 0.4821
H 0.8282 -0.2533 -0.3010
H -3.3538 -0.4928 0.9350
H -3.3608 1.9905 -1.4601
H 0.2403 0.0561 1.0794
H 2.3353 -1.7159 -1.1003
H 0.7188 2.1149 -2.6300
H -2.2278 1.1830 -0.8440
H -1.4828 0.3123 3.7776
H 2.0167 0.2616 -2.7225
H 0.7426 0.2230 3.3742
H 2.2522 0.4462 3.4113
H -1.5953 2.1337 1.5990
H 1.0769 -2.5550 -1.4147
H -1.3133 -1.4716 1.7430
H 2.5112 1.0837 0.7831
H -0.5824 -2.4946 0.1423
H -0.2537 -3.9719 -0.0317
H 3.1767 1.1208 -3.2122
H -0.4598 -0.7177 -4.3671
H -0.7414 1.9873 -2.1407
H -0.6135 -2.0258 3.0036
H -1.0868 1.6874 4.3110
H 0.4117 -1.0303 -3.1491
H -0.6304 2.0603 0.4132
H -2.9562 -1.3635 -0.2634
*
```

- HOMO level: -0.3532 Ha
- Kohn-Sham gap: 9.16 eV

***

Verdict on stability: arrangement c comes out on top.

***

Arrangement a

Density functional theory data (ωB97M-V with the def2-TZVPD basis set) for C3H4S3 in the gas phase.

```
! RIJCOSX wB97M-V def2-TZVPD def2/J DEFGRID3
* xyz 0 1
S 0.9862 -1.3838 -1.1090
S 1.2908 1.7585 -0.8475
S 1.2173 -0.2943 1.5451
C -0.8219 0.2749 0.0867
C -2.0113 0.2265 0.0218
C 0.5816 0.1066 -0.1002
H 0.6561 -1.5701 1.6109
H -0.2421 -1.6459 -1.5818
H -3.0420 0.2098 -0.0062
H 1.3853 2.3177 0.3802
*
```

- HOMO level: -0.3358 Ha
- Kohn-Sham gap: 9.58 eV

***

Arrangement b

Density functional theory data (ωB97M-V with the def2-TZVPD basis set) for C3H4S3 in the gas phase.

```
! RIJCOSX wB97M-V def2-TZVPD def2/J DEFGRID3
* xyz 0 1
S 1.8985 -2.1976 -0.1864
S -1.3562 -1.2345 -0.5277
S 1.8254 0.7677 -0.5095
C 1.1289 -0.8018 -0.1915
C 0.0752 1.1470 -0.0676
C -0.2666 -0.2538 0.3868
H -0.2512 -0.4807 1.5330
H -2.3477 -0.0976 -0.3017
H -0.6592 1.3691 -0.8755
H -0.0470 1.7822 0.7401
*
```

- HOMO level: -0.3211 Ha
- Kohn-Sham gap: 8.42 eV

***

Verdict on stability: arrangement b comes out on top.

***

Arrangement a

Density functional theory data (ωB97M-V with the def2-TZVPD basis set) for a 4-piece molecular cluster, C3H14N2O3 overall.

```
! RIJCOSX wB97M-V def2-TZVPD def2/J DEFGRID3
* xyz 0 1
O 2.3484 0.3839 1.5885
O -0.8783 1.6969 -2.0094
O 2.5648 0.1412 -1.0920
N -0.0800 1.3341 0.9340
N -0.1857 -0.7668 -0.9687
C -0.9133 -0.8683 0.2307
C -1.7991 -2.0458 0.4194
C -0.8930 0.1435 1.1212
H -2.3008 -1.8532 1.3529
H -2.5746 -2.2708 -0.3293
H -0.3316 1.6350 -0.0109
H -0.1290 -1.6232 -1.5030
H 2.5183 1.0071 -1.5022
H -1.4019 1.7901 -2.8108
H 0.7860 -0.4132 -0.8894
H -1.1722 -3.0043 0.4776
H 2.8961 0.9297 2.1495
H -0.6500 0.7367 -1.9553
H -1.4331 0.0379 2.0479
H 1.4355 0.7409 1.3420
H 2.7037 0.2234 -0.1202
H -0.5104 2.0451 1.5275
*
```

- HOMO level: -0.2889 Ha
- Kohn-Sham gap: 8.67 eV

***

Arrangement b

Density functional theory data (ωB97M-V with the def2-TZVPD basis set) for a 3-piece molecular cluster, C3H14N2O3 overall.

```
! RIJCOSX wB97M-V def2-TZVPD def2/J DEFGRID3
* xyz 0 1
O -0.1075 2.9748 -0.6276
O 0.8113 1.0510 -2.4088
O 1.4180 -2.5095 0.0277
N 0.8764 0.1852 1.1669
N -1.7858 0.4838 -0.0011
C 0.1542 -1.8890 0.0329
C -1.5274 -0.3122 1.1948
C -0.0807 -0.8550 1.1573
H 0.7980 0.9792 0.5496
H 0.1415 0.5529 -1.9057
H 0.2554 3.8051 -0.3291
H -2.7355 0.8277 -0.0300
H -1.4640 0.2099 2.1519
H 1.6508 -2.7346 0.9390
H 0.1141 -1.3430 -0.9244
H -2.2005 -1.2970 1.3041
H -0.0075 -1.4964 2.0783
H -0.6749 -2.6076 -0.0254
H -1.2829 1.3780 0.0553
H 1.5610 0.5663 -2.0142
H 0.2622 2.5799 -1.4296
H 1.8239 -0.1456 1.3307
*
```

- HOMO level: -0.3264 Ha
- Kohn-Sham gap: 9.64 eV

***

Arrangement c

Density functional theory data (ωB97M-V with the def2-TZVPD basis set) for a 4-piece molecular cluster, C3H14N2O3 overall.

```
! RIJCOSX wB97M-V def2-TZVPD def2/J DEFGRID3
* xyz 0 1
O 0.0690 0.0074 -2.2477
O -0.3966 -2.5124 -1.2571
O 0.7406 2.3805 -0.9310
N 0.5744 0.5983 1.1216
N 1.5758 -1.5828 1.1535
C -0.7866 0.0231 1.2905
C 1.5568 -0.2199 1.0481
C -1.8119 1.0722 0.9802
H 0.5274 3.3095 -0.7932
H -1.7815 1.3720 -0.0796
H -1.0428 -0.2846 2.3267
H 0.3768 0.8491 -1.8886
H -0.1062 -1.8643 -1.9361
H -0.1498 0.1844 -3.1581
H 0.7325 -2.1217 1.0723
H 2.5404 0.2246 0.9316
H -0.6495 -3.1962 -1.8776
H -2.8299 0.7340 1.1715
H -0.6767 -0.8909 0.7126
H 2.4729 -1.9944 0.9697
H 0.7076 1.8778 -0.0799
H -1.6427 2.0342 1.4708
*
```

- HOMO level: -0.3328 Ha
- Kohn-Sham gap: 9.84 eV

***

Verdict on stability: arrangement a comes out on top.

***

Arrangement a

Density functional theory data (ωB97M-V with the def2-TZVPD basis set) for a 2-piece molecular cluster, CHF2NO2 overall.

```
! RIJCOSX wB97M-V def2-TZVPD def2/J DEFGRID3
* xyz 0 1
F -2.7113 0.1046 1.9985
F -2.3029 -0.0124 -0.0452
O -0.3013 0.5351 1.4405
O 1.3019 1.3603 0.1264
N -2.0562 -0.6114 1.1217
C 0.3620 0.7208 0.3981
H 0.0817 -0.0024 -0.6255
*
```

- HOMO level (spin up / spin down): -0.3861 / -0.3763 Ha
- Kohn-Sham gap (spin up / spin down): 8.76 / 6.83 eV

***

Arrangement b

Density functional theory data (ωB97M-V with the def2-TZVPD basis set) for CHF2NO2 in the gas phase.

```
! RIJCOSX wB97M-V def2-TZVPD def2/J DEFGRID3
* xyz 0 1
F 1.8113 -0.0706 0.7125
F 0.7372 -1.7517 -0.1121
O 0.2521 1.5947 0.3306
O -1.6147 0.4766 -0.0962
N 1.0597 -0.3785 -0.3517
C -0.2198 0.5674 -0.0515
H -2.0257 -0.4379 -0.4315
*
```

- HOMO level: -0.4115 Ha
- Kohn-Sham gap: 11.29 eV

***

Verdict on stability: arrangement b comes out on top.